Record 1
Entry from OMol25: a gas-phase ion, C9H17N2O (charge +1) (ωB97M-V/def2-TZVPD).

As for the charge: +1. As for the energy relative to the best compared isomer or geometry (same formula, charge and spin): 75.5 kcal/mol. For the HOMO-LUMO gap (alpha / beta), the calculation gives 6.49 / 7.24 eV. The total energy comes out at -537.517576 a.u. As for the highest occupied orbital energy (alpha / beta): -0.4001 / -0.4063 Eh. The SMILES is C/C=[N+](C)/C(O)=C1\CC[C@@H](C)N1.

Each atom is followed by the atoms it is bonded to, with distances in Å.
Positions of all 29 atoms, in Å:
1 C 4.6686 -0.0936 0.2244  C2 1.509, H13 1.082, H14 1.163, H15 1.069
2 C 3.3560 -0.8015 -0.0046  C1 1.509, N3 1.452, H16 1.090
3 N 2.0223 -0.2274 -0.0320  C2 1.452, C4 1.472, C5 1.510
4 C 1.9794 1.2192 -0.3023  N3 1.472, H17 1.048, H18 1.106, H19 1.181
5 C 0.6625 -0.8398 0.2023  N3 1.510, O6 1.394, C7 1.485
6 O 0.6812 -2.2334 0.2053  C5 1.394, H20 1.000
7 C -0.7121 -0.3023 0.3634  C5 1.485, C8 1.441, N12 1.306
8 C -1.0618 1.0939 0.3008  C7 1.441, C9 1.519, H21 1.056, H22 1.149
9 C -2.5294 0.9819 -0.0747  C8 1.519, C10 1.528, H23 1.044, H24 1.059
10 C -3.0484 -0.3557 0.4513  C9 1.528, C11 1.488, N12 1.492, H25 1.035
11 C -4.1023 -0.9200 -0.4345  C10 1.488, H26 1.065, H27 1.065, H28 1.160
12 N -1.7539 -1.0900 0.3420  C7 1.306, C10 1.492, H29 1.041
13 H 5.5166 -0.6355 -0.1724  C1 1.082
14 H 4.7365 -0.1647 1.3836  C1 1.163
15 H 4.7340 0.9452 -0.0209  C1 1.069
16 H 3.4218 -1.8647 0.2267  C2 1.090
17 H 1.6880 1.8215 0.5038  C4 1.048
18 H 2.9100 1.5256 -0.8163  C4 1.106
19 H 1.0474 1.2404 -1.0281  C4 1.181
20 H 1.3343 -2.6240 -0.4431  O6 1.000
21 H -0.4595 1.7816 -0.2278  C8 1.056
22 H -1.1603 1.3157 1.4234  C8 1.149
23 H -3.0580 1.7462 0.4007  C9 1.044
24 H -2.6540 1.0392 -1.1250  C9 1.059
25 H -3.2596 -0.3513 1.4642  C10 1.035
26 H -3.6477 -1.2672 -1.3329  C11 1.065
27 H -4.7349 -0.1039 -0.6945  C11 1.065
28 H -4.7438 -1.8281 -0.1039  C11 1.160
29 H -1.6097 -2.1210 0.3646  N12 1.041



Record 2
Entry from OMol25: 2 unconnected molecules or ions with the total composition C9H17N3O (ωB97M-V/def2-TZVPD).

As for the charge: -1. As for the energy relative to the best compared isomer or geometry (same formula, charge and spin): 0.0 kcal/mol. The spin multiplicity is 2. For the HOMO-LUMO gap (alpha / beta), the calculation gives 1.86 / 6.04 eV. The total energy comes out at -592.533602 a.u. As for the highest occupied orbital energy (alpha / beta): 0.0434 / -0.1116 Eh.

Each atom is followed by the atoms it is bonded to, with distances in Å.
Positions of all 30 atoms, in Å:
1 C -0.1267 -2.2044 0.7314  C2 1.531, N7 1.505, H8 1.074, H9 1.090
2 C 1.3709 -2.5192 0.7810  C1 1.531, H10 1.111, H11 1.090, H14 1.090
3 C -1.6321 -3.4475 -0.7417  N7 1.464, H12 1.087, H15 1.091, H16 1.103
4 C 0.1035 -0.2081 -1.3560  C5 1.523, H13 1.081, H17 1.096, H18 1.081
5 C -0.6746 -1.4809 -1.6619  C4 1.523, O6 1.211, N7 1.417
6 O -1.4711 -1.6658 -2.5557  C5 1.211
7 N -0.5155 -2.5014 -0.6914  C1 1.505, C3 1.464, C5 1.417
8 H -0.6860 -2.7228 1.4879  C1 1.074
9 H -0.1766 -1.1332 0.9252  C1 1.090
10 H 1.5974 -2.9083 1.7966  C2 1.111
11 H 2.0762 -1.6878 0.7753  C2 1.090
12 H -1.6341 -3.8786 -1.7392  C3 1.087
13 H 0.5378 0.2301 -2.2434  C4 1.081
14 H 1.9262 -3.2589 0.2040  C2 1.090
15 H -1.5748 -4.1235 0.1130  C3 1.091
16 H -2.6669 -3.0891 -0.6066  C3 1.103
17 H -0.6685 0.3829 -0.8509  C4 1.096
18 H 0.8015 -0.4820 -0.5779  C4 1.081
19 C -1.0221 3.8077 -0.6766  C21 1.513, H28 1.096, H29 1.089, H30 1.085
20 C 2.0822 2.7781 0.7687  N23 1.363, N24 1.410, H25 1.075
21 C 0.0441 3.2759 0.2553  C19 1.513, C22 1.384, N23 1.344
22 C -0.0527 2.6863 1.5038  C21 1.384, N24 1.408, H27 1.077
23 N 1.2964 3.2673 -0.2318  C20 1.363, C21 1.344
24 N 1.2662 2.3034 1.8155  C20 1.410, C22 1.408, H26 1.002
25 H 3.1516 2.7367 0.8744  C20 1.075
26 H 1.4019 1.5644 2.4787  N24 1.002
27 H -0.9473 2.3661 2.0106  C22 1.077
28 H -1.0476 4.8745 -0.4268  C19 1.096
29 H -2.0504 3.5051 -0.4829  C19 1.089
30 H -0.7086 3.5330 -1.6787  C19 1.085



Record 3
Entry from OMol25: 2 unconnected molecules or ions with the total composition C9H17N3O (ωB97M-V/def2-TZVPD).

As for the energy relative to the best compared isomer or geometry (same formula, charge and spin): 25.5 kcal/mol. For the HOMO-LUMO gap, the calculation gives 9.43 eV. The total energy comes out at -592.599301 a.u. As for the highest occupied orbital energy: -0.3227 Eh. The SMILES is CCN(C)C(C)=O.Cc1c[nH]cn1.

Each atom is followed by the atoms it is bonded to, with distances in Å.
Positions of all 30 atoms, in Å:
1 C 2.1182 -1.0256 0.0428  C2 1.511, H8 1.117, H9 1.082, H10 1.098
2 C 1.4928 0.0226 -0.8473  C1 1.511, N3 1.456, H11 1.104, H12 1.087
3 N 2.0233 1.3735 -0.9616  C2 1.456, C4 1.438, C5 1.383
4 C 3.3784 1.5024 -1.4245  N3 1.438, H13 1.095, H14 1.100, H15 1.081
5 C 1.4170 2.4785 -0.3913  N3 1.383, C6 1.506, O7 1.218
6 C -0.0325 2.3485 -0.0046  C5 1.506, H16 1.091, H17 1.092, H18 1.085
7 O 2.0730 3.5034 -0.3299  C5 1.218
8 H 1.4884 -1.9469 -0.0050  C1 1.117
9 H 2.5048 -0.8872 1.0434  C1 1.082
10 H 2.8817 -1.5078 -0.5826  C1 1.098
11 H 1.5452 -0.2808 -1.9074  C2 1.104
12 H 0.4072 -0.0243 -0.8375  C2 1.087
13 H 3.3812 2.3887 -2.0674  C4 1.095
14 H 4.0478 1.9046 -0.6503  C4 1.100
15 H 3.8722 0.6416 -1.8541  C4 1.081
16 H -0.1073 2.4762 1.0766  C6 1.091
17 H -0.6610 3.1817 -0.3261  C6 1.092
18 H -0.4972 1.4193 -0.3166  C6 1.085
19 C -1.9942 -3.1015 1.5315  C20 1.481, H25 1.102, H26 1.095, H27 1.091
20 C -2.5754 -1.9092 0.8736  C19 1.481, C21 1.378, N24 1.361
21 C -2.7583 -0.7068 1.5213  C20 1.378, N22 1.372, H28 1.079
22 N -3.2045 0.1643 0.5596  C21 1.372, C23 1.363, H29 1.007
23 C -3.1508 -0.4809 -0.6395  N22 1.363, N24 1.307, H30 1.077
24 N -2.8340 -1.7344 -0.4511  C20 1.361, C23 1.307
25 H -0.8945 -3.0795 1.4609  C19 1.102
26 H -2.4535 -3.9812 1.0693  C19 1.095
27 H -2.0638 -3.1928 2.6170  C19 1.091
28 H -2.8573 -0.6620 2.5949  C21 1.079
29 H -3.1273 1.1428 0.7843  N22 1.007
30 H -3.4197 -0.0272 -1.5786  C23 1.077



Record 4
Entry from OMol25: a single C9H17N3O2S molecule (ωB97M-V/def2-TZVPD).

As for the energy relative to the best compared isomer or geometry (same formula, charge and spin): 17.2 kcal/mol. For the HOMO-LUMO gap, the calculation gives 8.54 eV. The total energy comes out at -1066.067164 a.u. As for the highest occupied orbital energy: -0.2851 Eh. The SMILES is CCOC(Cc1n[nH]c(=S)n1C)OCC.

Each atom is followed by the atoms it is bonded to, with distances in Å.
Positions of all 32 atoms, in Å:
1 C 0.8341 2.9584 -1.4166  C2 1.519, H16 1.086, H17 1.086, H18 1.087
2 C 1.3568 2.2448 -0.1814  C1 1.519, O3 1.417, H19 1.098, H20 1.102
3 O 1.3617 0.8541 -0.4508  C2 1.417, C4 1.403
4 C 1.8386 0.0449 0.5918  O3 1.403, C5 1.554, O13 1.392, H21 1.109
5 C 0.7602 -0.2223 1.6784  C4 1.554, C6 1.485, H22 1.090, H23 1.089
6 C -0.6048 0.0317 1.1518  C5 1.485, N7 1.297, N11 1.365
7 N -1.3031 1.0846 1.4463  C6 1.297, N8 1.355
8 N -2.4571 0.9602 0.7476  N7 1.355, C9 1.358, H24 1.006
9 C -2.4794 -0.1789 0.0092  N8 1.358, S10 1.639, N11 1.375
10 S -3.6713 -0.7163 -0.9785  C9 1.639
11 N -1.2716 -0.7789 0.2795  C6 1.365, C9 1.375, C12 1.434
12 C -0.8452 -2.0277 -0.2812  N11 1.434, H25 1.093, H26 1.090, H27 1.088
13 O 2.2030 -1.1913 0.0652  C4 1.392, C14 1.425
14 C 3.2715 -1.1716 -0.8775  O13 1.425, C15 1.525, H28 1.092, H29 1.095
15 C 4.6451 -1.0606 -0.2238  C14 1.525, H30 1.087, H31 1.087, H32 1.086
16 H -0.1715 2.6140 -1.6406  C1 1.086
17 H 0.8152 4.0303 -1.2426  C1 1.086
18 H 1.4703 2.7437 -2.2708  C1 1.087
19 H 0.7139 2.4577 0.6827  C2 1.098
20 H 2.3806 2.5748 0.0559  C2 1.102
21 H 2.7104 0.5413 1.0652  C4 1.109
22 H 0.8637 -1.2616 1.9907  C5 1.090
23 H 0.9158 0.4359 2.5314  C5 1.089
24 H -3.1823 1.6546 0.8040  N8 1.006
25 H -0.9783 -2.8353 0.4425  C12 1.093
26 H -1.4687 -2.2276 -1.1529  C12 1.090
27 H 0.2027 -1.9635 -0.5674  C12 1.088
28 H 3.1845 -2.1256 -1.4024  C14 1.092
29 H 3.1126 -0.3571 -1.5916  C14 1.095
30 H 4.7659 -1.8413 0.5231  C15 1.087
31 H 4.7778 -0.0943 0.2570  C15 1.087
32 H 5.4139 -1.1749 -0.9827  C15 1.086